1.
Density functional theory data (wB97M-V/def2-TZVPD) for a cluster of 5 separate species, C21H50NO6 in total.

Calculated values
Total charge: -1
Relative energy (zero: lowest compared OMol25 entry of this formula, charge and spin): 0.340 eV

XYZ file:
```
78
Properties=species:S:1:pos:R:3:forces:R:3
N -7.0852 -0.2602 -0.7197 0.0 0.0 -0.1
C -6.4527 0.5023 -1.7646 -0.3 -0.2 0.8
C -6.7486 -0.0634 -3.1663 0.2 -0.2 0.2
C -6.5384 -1.5685 -3.2213 0.6 0.1 -0.5
C -5.6186 -2.0425 -4.3305 -0.8 -0.1 0.0
O -4.4295 -1.2489 -4.4846 -1.0 -0.5 -0.5
C -3.5603 -1.3784 -3.5173 -1.5 -2.0 0.2
O -2.7183 -0.6004 -3.3468 3.4 2.9 0.5
H -6.3445 -0.5125 -0.0707 -0.1 -0.1 0.2
H -6.8181 1.5467 -1.7926 0.1 0.3 -0.2
H -5.3698 0.5621 -1.5864 0.3 0.1 -0.4
H -6.1457 0.4300 -3.9271 0.0 0.2 -0.2
H -7.7900 0.1410 -3.3652 -0.4 0.2 -0.1
H -6.1760 -1.9209 -2.2653 0.0 0.1 0.5
H -7.4825 -2.0627 -3.3826 -0.4 -0.4 0.0
H -6.1303 -1.9894 -5.2762 0.0 0.2 -0.6
H -5.3865 -3.0900 -4.1611 0.5 -0.3 0.0
H -3.5978 -2.2688 -2.8820 -0.7 -0.5 0.0
C -0.6342 3.1005 0.2475 0.0 0.0 -0.1
C 0.0284 1.7767 0.5920 0.0 0.1 0.0
O -0.6177 0.6511 0.0391 0.0 -0.1 0.2
C -0.7050 0.6105 -1.3828 0.1 0.1 0.0
C 0.6510 0.6228 -2.0667 0.1 0.1 0.1
H -1.6756 3.0997 0.5712 0.0 0.0 0.0
H -0.1128 3.9232 0.7412 0.0 0.0 0.0
H -0.6235 3.2949 -0.8257 0.1 0.0 0.0
H -0.0014 1.6336 1.6742 0.0 -0.1 0.0
H 1.0893 1.7899 0.3078 0.0 0.1 0.0
H -1.3353 1.4245 -1.7500 0.0 0.0 0.0
H -1.2226 -0.3076 -1.6280 -0.1 -0.1 0.1
H 1.2109 1.5369 -1.8532 0.0 0.0 -0.1
H 0.5274 0.5516 -3.1473 0.0 0.0 0.0
H 1.2579 -0.2203 -1.7276 0.0 0.0 0.0
C 5.3286 5.2052 -4.3503 0.0 -0.1 0.1
C 3.8571 4.8245 -4.3733 0.0 0.1 0.0
O 3.5966 3.5040 -3.9411 -0.1 -0.2 -0.1
C 3.9862 3.1877 -2.6172 0.0 0.0 0.1
C 3.3125 4.0425 -1.5564 0.0 0.1 -0.1
H 5.9097 4.5158 -4.9647 0.0 0.0 0.0
H 5.4618 6.2166 -4.7367 0.0 0.0 0.0
H 5.7429 5.1779 -3.3415 0.0 0.1 0.0
H 3.4900 4.8750 -5.3987 0.0 -0.1 0.0
H 3.2633 5.5411 -3.7946 0.0 0.0 0.0
H 5.0775 3.2325 -2.5204 0.0 0.1 0.0
H 3.7042 2.1459 -2.4634 0.0 0.0 -0.1
H 3.5677 5.0986 -1.6560 0.1 0.0 0.0
H 3.6198 3.7178 -0.5614 0.0 0.0 0.0
H 2.2271 3.9563 -1.6312 0.0 0.0 0.0
C -0.9094 -1.8396 2.6496 0.1 -0.1 0.1
C -1.4716 -0.6302 3.3722 0.1 0.0 -0.2
O -2.0886 -0.9370 4.6132 -0.1 0.1 0.1
C -1.2629 -1.5500 5.5803 0.1 -0.1 0.0
C -0.0539 -0.7189 5.9806 0.0 0.1 -0.1
H -1.6932 -2.5769 2.4706 0.0 0.0 0.0
H -0.4843 -1.5381 1.6914 -0.1 0.1 0.0
H -0.1217 -2.3298 3.2276 0.0 0.0 0.0
H -2.2455 -0.1718 2.7579 -0.1 0.0 0.1
H -0.6944 0.1308 3.5129 0.0 0.0 0.0
H -0.9509 -2.5454 5.2420 0.1 0.0 0.0
H -1.8972 -1.7042 6.4543 -0.1 0.0 0.0
H 0.6190 -0.5442 5.1395 0.0 -0.1 0.0
H 0.5128 -1.2301 6.7611 0.0 0.0 0.0
H -0.3695 0.2547 6.3590 0.0 0.0 0.0
C 2.9945 -2.1122 2.4460 0.0 -0.1 -0.1
C 3.0527 -2.8969 3.7457 0.1 0.2 0.0
O 2.8957 -4.2952 3.5844 -0.1 -0.1 0.1
C 3.8554 -4.9433 2.7727 0.1 0.0 -0.1
C 5.2838 -4.8090 3.2746 0.0 0.1 0.1
H 2.0516 -2.2991 1.9314 0.0 0.0 0.0
H 3.0773 -1.0433 2.6469 0.0 0.0 0.0
H 3.8022 -2.3861 1.7653 0.1 0.1 0.0
H 2.2322 -2.5819 4.3921 0.0 -0.1 0.0
H 3.9791 -2.6772 4.2896 0.0 0.0 0.0
H 3.7753 -4.5966 1.7363 0.1 0.0 0.0
H 3.5737 -5.9966 2.7696 -0.1 0.0 0.0
H 5.6178 -3.7708 3.2880 0.0 0.0 -0.1
H 5.9626 -5.3689 2.6299 0.0 0.0 0.0
H 5.3683 -5.1971 4.2910 0.0 0.0 0.0
```
Forces are in eV/Å.

=====

2.
Density functional theory data (wB97M-V/def2-TZVPD) for a structure of composition C21H51Br3FN3NbO7S.

Calculated values
Total charge: -1

XYZ file:
```
88
Properties=species:S:1:pos:R:3:forces:R:3
C -0.6093 -1.9044 3.4176 0.0 -0.5 -0.4
C -0.0825 -2.9630 2.4394 0.8 0.3 0.0
Nb 2.1457 -3.0085 2.1663 -0.5 -1.8 2.5
F 2.1643 -4.2751 3.7388 -0.2 1.3 -1.4
Br 4.7614 -3.3384 1.9751 -0.3 0.1 -0.1
C 1.9464 -4.8480 0.8522 -0.8 0.1 -0.6
N 0.5393 -5.1560 0.4113 0.2 0.1 0.0
C 2.5693 -1.3853 3.6958 0.0 0.5 -0.7
C 2.4692 0.0698 3.2340 0.6 0.4 0.9
C 3.1985 1.0331 4.2134 -0.1 -0.3 -0.9
S 4.8084 1.5579 3.6772 -0.1 0.1 0.9
O 5.0131 2.8765 4.1461 -0.3 1.6 0.1
O 5.8061 0.6196 4.0374 0.6 -1.4 -0.1
O 4.7562 1.6298 2.0962 0.0 -0.2 -0.5
C 2.0735 -1.5697 0.4008 -0.2 -1.2 -0.5
Br 0.4605 -0.4293 0.4838 0.2 0.2 0.0
C 2.1202 -2.1733 -1.0216 -0.3 1.3 -0.1
C 1.7761 -1.1796 -2.1341 0.5 -0.5 -0.3
Br 3.9546 -2.7272 -1.4348 0.0 -0.3 0.1
H -0.3543 -0.9014 3.1088 0.1 0.3 0.1
H -1.6895 -1.9775 3.4593 -0.4 0.1 0.1
H -0.2393 -2.1253 4.4059 0.2 0.2 0.4
H -0.6227 -2.8980 1.5037 0.0 0.1 -0.4
H -0.3229 -3.9319 2.8547 0.1 -0.5 0.0
H 2.2595 -5.7124 1.4199 0.3 -0.2 0.4
H 2.5801 -4.8250 -0.0329 0.4 0.2 0.0
H 0.0981 -4.3281 0.0293 -0.1 0.1 0.1
H 0.5965 -5.7985 -0.3703 -0.1 -0.1 0.0
H 1.9432 -1.4934 4.5742 -0.4 -0.3 0.2
H 3.5779 -1.5306 4.0579 0.5 -0.3 0.0
H 1.4576 0.4490 3.1933 -0.3 -0.2 -0.2
H 2.9204 0.2466 2.2679 -0.2 -0.1 -0.4
H 2.6407 1.9431 4.3763 0.3 -0.1 0.1
H 3.3850 0.5355 5.1497 0.1 -0.1 0.5
H 5.2311 0.8535 1.7472 -0.2 0.1 0.1
H 2.9536 -0.9472 0.4654 0.1 0.7 0.2
H 1.4330 -2.9944 -1.1334 0.2 -0.7 0.1
H 2.1558 -0.1926 -1.9242 -0.1 0.4 0.2
H 2.2735 -1.5175 -3.0300 0.1 -0.1 -0.4
H 0.7244 -1.1904 -2.3607 -0.5 0.3 0.2
C 0.9807 3.2847 3.5438 -0.2 0.1 -0.2
O 0.0479 2.2344 3.3921 0.0 0.3 0.1
C -0.7578 1.9806 4.5339 -0.1 -0.3 0.0
C -2.1873 2.4184 4.3066 0.0 0.2 -0.1
N -2.3048 3.8699 4.2491 0.0 -0.1 -0.1
C -3.5862 4.3600 3.7509 0.2 0.1 0.1
C -4.0307 3.9590 2.3474 -0.3 0.0 0.0
O -3.2725 4.5269 1.2990 0.1 0.0 0.0
C -2.0531 3.8671 1.0023 0.0 0.2 -0.1
H 1.6796 3.2222 2.7108 0.0 0.0 0.0
H 0.5010 4.2702 3.5131 0.0 0.0 0.1
H 1.5405 3.1921 4.4796 -0.2 0.3 0.0
H -0.3333 2.4470 5.4280 0.0 0.1 0.0
H -0.7562 0.8976 4.6884 0.0 0.0 0.0
H -2.8083 2.0426 5.1256 0.0 0.0 0.0
H -2.5253 1.9373 3.3797 0.0 -0.1 0.1
H -1.5702 4.2362 3.6597 0.0 0.0 0.0
H -3.5389 5.4514 3.7773 -0.1 0.0 0.0
H -4.3668 4.0604 4.4583 0.0 -0.1 0.0
H -5.0445 4.3455 2.2125 0.0 0.0 0.0
H -4.0984 2.8714 2.2238 0.1 0.0 0.0
H -2.1247 2.7875 1.1525 0.0 0.0 0.1
H -1.2268 4.2681 1.5953 0.0 -0.1 0.0
H -1.8243 4.0577 -0.0462 0.0 0.0 0.0
C -0.8817 -3.2564 -6.8598 0.0 0.0 0.1
O -0.3934 -2.4222 -5.8318 -0.1 -0.1 -0.2
C 0.4336 -1.3528 -6.2718 0.2 0.1 0.3
C -0.2674 -0.0188 -6.1386 -0.2 0.0 0.0
N -1.3546 0.1181 -7.0993 0.0 0.0 0.1
C -2.2507 1.2450 -6.8544 0.0 -0.1 -0.2
C -3.0055 1.3130 -5.5305 0.0 0.2 0.1
O -4.0088 0.3306 -5.3691 0.0 -0.1 0.0
C -3.5533 -0.9389 -4.9380 -0.2 0.0 0.0
H -1.2958 -4.1461 -6.3886 0.0 0.0 0.0
H -1.6782 -2.7750 -7.4393 0.0 0.0 -0.1
H -0.0809 -3.5610 -7.5401 0.0 0.0 0.0
H 0.7832 -1.5185 -7.2950 -0.1 0.0 -0.1
H 1.3089 -1.3419 -5.6171 0.0 0.0 0.0
H 0.4601 0.7807 -6.3079 0.0 0.0 0.0
H -0.6182 0.0588 -5.1015 0.1 0.0 0.0
H -1.9007 -0.7321 -7.1018 0.0 0.0 0.0
H -2.9965 1.2338 -7.6528 0.0 0.1 0.0
H -1.6767 2.1702 -6.9712 0.0 0.0 0.1
H -3.5335 2.2698 -5.5149 0.0 0.0 0.0
H -2.3340 1.3197 -4.6635 0.0 -0.1 0.0
H -2.7000 -0.8584 -4.2607 0.1 0.0 0.0
H -3.2933 -1.5795 -5.7858 0.1 0.0 0.1
H -4.3750 -1.4185 -4.4063 0.0 0.0 0.0
```
Forces are in eV/Å.

=====

Number 1: HOMO-LUMO gap 0.1240 Ha. Number 2: HOMO-LUMO gap 0.2555 Ha.